Computed, not measured: a molecular structure, C31H29BFN8O6OsS3, with ωB97M-V/def2-TZVPD.

## Properties
LUMO energy (spin up / spin down) = -3.679 / -5.299 eV
Total charge = +1
Energy above the lowest of the compared OMol25 structures with the same formula, charge and spin = 140.45 kJ/mol
2S+1 = 5
Highest occupied orbital energy (spin up / spin down) = -11.082 / -11.087 eV
HOMO-LUMO gap (spin up / spin down) = 7.4 / 5.8 eV

The geometry in XYZ format:
```
80
Properties=species:S:1:pos:R:3:forces:R:3:mulliken_spin:R:1
Os -0.65907 0.20925 0.01268 -0.3 -0.1 -0.1 3.148
C 1.92017 -1.10780 -2.87542 0.0 0.0 0.0 -0.018
N 1.76113 -2.20235 -1.92956 0.0 0.0 0.0 0.005
C 1.77012 -3.53998 -2.24362 0.0 0.0 0.0 0.002
C 1.56251 -4.21024 -1.08537 -0.1 0.0 -0.1 0.004
N 1.43170 -3.29212 -0.07029 -0.1 -0.1 0.0 -0.001
B 1.24104 -3.77998 1.41542 0.1 0.0 0.0 0.013
N 0.21708 -2.90275 2.23284 0.0 0.1 -0.1 -0.008
C 0.27239 -2.86744 3.60197 0.0 0.0 0.0 0.011
C -0.83945 -2.23482 4.06278 0.0 0.0 0.0 0.006
N -1.56424 -1.86626 2.96313 0.0 0.0 0.0 0.001
C -2.85469 -1.18028 2.97426 0.0 0.0 0.1 -0.005
C -0.89838 -2.27284 1.86417 0.0 -0.1 0.0 0.077
S -1.49595 -1.95108 0.25771 0.1 0.1 0.0 0.141
C 1.55802 -2.08173 -0.60332 0.1 0.0 -0.1 0.066
S 1.54813 -0.54771 0.22661 0.1 0.2 -0.2 0.175
H 2.03609 -1.53317 -3.86777 0.0 0.0 0.0 0.000
H 2.79990 -0.51827 -2.62557 0.0 0.0 0.0 0.001
H 1.03833 -0.46727 -2.86403 0.0 0.0 0.0 0.020
H 1.91920 -3.89095 -3.24879 0.0 0.0 0.0 0.000
H 1.48880 -5.26488 -0.89324 0.0 0.0 0.0 0.000
H 2.29044 -3.73783 1.99533 0.0 0.1 0.0 0.001
H 0.78614 -4.88837 1.33241 0.0 0.0 0.0 0.000
H 1.08406 -3.32463 4.13849 0.0 0.0 0.0 0.000
H -1.17475 -2.02570 5.06413 0.0 0.0 0.0 0.002
H -3.22342 -1.17845 3.99620 0.0 0.0 0.0 0.000
H -3.55634 -1.71208 2.33704 0.0 0.0 0.0 -0.002
H -2.73900 -0.15799 2.62106 0.0 0.0 0.0 0.005
O -4.20561 0.81792 -1.97824 0.0 0.0 0.0 0.035
C -3.03337 0.95408 -1.77905 0.0 0.0 0.0 -0.015
O -2.48728 0.57377 -0.60996 -0.1 0.1 0.2 0.087
C -2.11286 1.56640 -2.79111 0.0 0.0 0.0 -0.034
C -2.56463 1.68085 -4.10091 0.0 0.0 0.0 0.004
C -1.78093 2.30360 -5.05717 0.0 0.0 0.0 0.003
C -0.54504 2.82967 -4.70922 0.0 0.0 0.0 -0.002
C -0.07050 2.73848 -3.40599 0.0 0.0 0.0 0.017
C -0.86667 2.09171 -2.46952 0.0 0.0 0.0 0.052
H -3.54156 1.28461 -4.34109 0.0 0.0 0.0 0.000
H -2.13702 2.39152 -6.07424 0.0 0.0 0.0 0.000
H 0.06066 3.32676 -5.45705 0.0 0.0 0.0 0.000
H 1.82046 3.53807 -3.91499 0.0 0.0 0.0 0.000
H 0.57766 2.32830 -1.04331 0.0 0.0 0.0 0.031
F -0.67232 0.06628 6.93603 0.0 0.0 0.0 0.000
C -1.02799 0.95031 6.00311 0.0 0.0 0.0 0.000
C -0.12312 1.59807 5.27280 0.1 0.0 0.0 0.003
N -0.48373 2.52847 4.31499 -0.1 -0.2 0.0 0.004
C 0.44496 2.82904 3.24645 0.0 0.1 0.1 0.008
C 0.31859 1.88771 2.06539 0.0 0.1 0.0 -0.013
O 1.13065 1.97755 1.14203 -0.1 0.1 0.0 0.065
O -0.66221 1.05406 2.05318 -0.2 -0.1 -0.1 0.114
C -1.81647 2.81053 4.04964 0.0 0.1 0.0 -0.011
O -2.16171 3.54845 3.15458 0.0 0.0 0.0 0.001
N -2.71698 2.17671 4.88358 0.0 0.0 -0.1 0.001
C -2.45932 1.15408 5.79299 -0.1 -0.1 0.0 0.000
O -3.34265 0.51291 6.30882 0.0 0.0 0.0 0.000
H 0.93677 1.43608 5.41570 0.0 0.0 0.0 0.001
H 1.46784 2.78647 3.61561 0.0 0.0 0.0 0.002
H 0.25583 3.83472 2.87358 0.0 0.0 0.0 0.000
H -3.69091 2.37950 4.70060 0.0 0.0 0.0 0.000
S 0.73210 6.76951 -0.67830 0.0 0.0 0.0 0.000
C 0.41697 5.08198 -1.23687 0.0 0.0 0.0 0.002
C -0.71646 4.47436 -0.51407 0.0 0.0 0.0 -0.003
C -1.10607 3.21229 -0.40395 0.0 0.0 0.0 0.044
N -0.41773 2.11379 -1.08805 0.3 -0.1 0.3 -0.028
C 1.25766 3.33129 -3.00518 -0.1 0.0 0.0 -0.007
C 1.21855 4.62074 -2.20682 0.0 0.0 0.0 0.003
C 0.56989 7.62845 -2.23059 0.0 0.0 0.0 0.000
C -0.64307 7.66259 -2.90599 0.0 0.0 0.0 0.000
C -0.69959 8.32522 -4.12170 0.0 0.0 0.0 0.000
N 0.34089 8.94861 -4.67184 0.0 0.0 0.0 0.000
C 1.48690 8.93366 -4.00088 0.0 0.0 0.0 0.000
C 1.65742 8.28671 -2.78247 0.0 0.0 0.1 0.000
H -1.32017 5.18062 0.04325 0.0 0.0 0.0 0.001
H -1.98889 2.93519 0.15571 0.0 0.0 0.0 -0.015
H 1.87332 2.59482 -2.47190 0.0 0.0 0.0 0.002
H 1.99466 5.31514 -2.51103 0.0 0.0 0.0 0.000
H -1.52396 7.18745 -2.49520 0.0 0.0 0.0 0.000
H -1.62949 8.36419 -4.67764 0.0 0.0 0.0 0.000
H 2.31820 9.45769 -4.45888 0.0 0.0 0.0 0.000
H 2.61388 8.30035 -2.27751 0.0 0.0 0.0 0.000
```
Positions in Å, forces in eV/Å.

***

Computed, not measured: a molecular structure, C31H29BrClCoN4O3 in a non-equilibrium geometry, with ωB97M-V/def2-TZVPD.

## Properties
LUMO energy (spin up / spin down) = 2.453 / 2.453 eV
Total charge = -1
Energy above the lowest of the compared OMol25 structures with the same formula, charge and spin = 0.00 kJ/mol
2S+1 = 2
Highest occupied orbital energy (spin up / spin down) = -4.233 / -4.221 eV
HOMO-LUMO gap (spin up / spin down) = 6.7 / 6.7 eV

The geometry in XYZ format:
```
70
Properties=species:S:1:pos:R:3:forces:R:3:mulliken_spin:R:1
Co 0.67622 0.68078 -1.06147 0.6 0.7 -0.8 1.063
O 4.03367 -1.66474 -0.81686 -0.3 0.0 0.1 0.001
C 2.91810 -1.13265 -0.96984 0.3 0.1 -0.2 0.002
N 2.41690 -0.05668 -0.37985 -0.3 0.0 -0.1 -0.004
C 3.33988 0.73219 0.38780 -0.1 0.1 0.0 0.003
C 3.34990 2.20197 -0.00604 -0.2 -0.2 -0.2 -0.004
C 4.02613 3.13722 0.77379 0.1 0.0 0.2 -0.001
C 4.06744 4.45800 0.37142 0.0 0.0 0.0 0.001
C 3.43279 4.81907 -0.80833 0.0 0.0 0.0 0.001
C 2.77255 3.82976 -1.51595 -0.1 0.0 0.0 0.003
N 2.72042 2.55714 -1.12528 0.0 -0.1 0.0 0.007
C 1.97515 -1.67224 -2.01401 0.0 0.0 0.0 -0.002
C 2.04716 -2.98677 -2.42513 0.0 -0.2 -0.2 -0.001
C 1.16381 -3.43359 -3.39836 0.1 0.0 0.1 0.002
C 0.25090 -2.54040 -3.92650 0.0 -0.1 -0.1 -0.001
C 0.24031 -1.23938 -3.45253 0.0 0.2 0.0 0.004
N 1.08471 -0.80193 -2.51949 -0.3 0.0 0.4 -0.003
H 4.34653 0.33867 0.23428 0.2 0.0 0.1 -0.001
H 3.14059 0.66048 1.46353 0.0 0.1 0.1 0.000
H 4.51704 2.82114 1.68950 0.0 0.0 -0.1 0.000
H 4.58514 5.19936 0.97013 0.0 0.0 0.0 0.000
H 3.43406 5.84157 -1.16236 0.0 0.0 0.0 0.000
H 2.23507 4.06619 -2.43082 0.0 0.0 0.1 0.000
H 2.79109 -3.62921 -1.97347 0.0 0.0 0.0 0.000
H 1.18418 -4.46562 -3.72812 0.0 0.0 0.0 0.000
H -0.47082 -2.84259 -4.67540 0.0 0.0 0.1 0.000
H -0.47594 -0.52338 -3.82217 0.0 0.0 0.1 -0.001
Cl -2.39874 0.95254 -4.38765 0.0 0.0 0.0 0.000
C -2.92097 1.24490 -2.73435 0.0 0.1 0.2 -0.010
C -4.24131 0.94026 -2.44169 0.0 0.0 -0.1 0.006
C -4.77460 1.25903 -1.20436 0.0 0.0 -0.1 -0.011
C -3.96310 1.91719 -0.28925 0.1 0.0 0.1 0.007
C -2.64092 2.18964 -0.59067 0.0 -0.1 0.1 -0.013
C -2.03483 1.81978 -1.80807 -0.1 0.1 -0.2 0.021
C -0.60486 2.05860 -2.02923 0.2 -0.8 0.3 -0.072
H -4.85283 0.46602 -3.19796 0.0 0.0 0.0 0.000
H -5.80445 1.01254 -0.97215 0.1 0.0 0.0 -0.001
H -4.37189 2.21897 0.67060 0.0 0.0 0.0 0.000
H -2.01961 2.71025 0.13140 0.0 0.0 0.0 -0.002
H -0.28437 2.97623 -1.53605 0.0 0.1 -0.1 0.000
H -0.31019 2.04776 -3.07736 -0.1 0.1 -0.1 -0.004
Br -2.79787 -6.39006 1.78213 0.0 0.0 0.0 0.000
C -1.55167 -4.97721 1.46993 0.0 0.0 -0.1 0.000
C -0.35244 -4.98520 2.16323 0.1 0.1 0.0 0.001
C 0.54984 -3.94995 1.93510 0.0 0.0 0.0 0.000
C 0.23586 -2.92567 1.04863 0.1 0.0 0.1 -0.001
C -0.97250 -2.93962 0.35917 -0.1 0.0 0.1 0.000
C -1.87011 -3.98155 0.56085 0.0 -0.1 0.0 0.001
C -1.32762 -1.80277 -0.60408 0.3 0.1 -0.4 0.007
O -2.11435 -2.05733 -1.52468 0.2 0.1 0.3 0.004
O -0.71735 -0.71841 -0.35006 -0.4 -0.5 0.3 0.000
H -0.12653 -5.78185 2.86265 0.0 0.1 -0.1 0.000
H 1.50196 -3.94825 2.45659 -0.1 0.0 0.0 0.000
H 0.92204 -2.09965 0.87831 -0.1 -0.1 0.0 0.000
H -2.79707 -3.99037 0.00004 0.1 0.0 0.0 0.000
C -1.92090 -0.11142 2.62958 0.1 0.0 -0.1 0.000
C -0.79461 0.87906 2.95336 0.0 0.1 0.1 0.003
C 0.25222 0.20814 3.85333 0.1 0.0 -0.1 0.001
C -1.36087 2.14214 3.62034 0.0 0.0 -0.1 0.000
C -0.13503 1.28436 1.69953 -0.3 -0.1 0.7 -0.003
N 0.38271 1.58528 0.72833 0.1 0.0 -0.5 -0.005
H -2.46088 -0.34013 3.55196 0.0 0.0 0.0 0.000
H -1.51342 -1.03139 2.21263 0.0 0.0 0.0 0.001
H -2.60964 0.30239 1.89621 -0.1 0.0 0.0 0.000
H -0.22770 -0.11287 4.78045 0.0 0.0 0.0 0.000
H 1.06480 0.89723 4.09832 -0.1 0.0 0.0 0.000
H 0.67469 -0.67011 3.35841 0.0 0.1 0.0 0.000
H -1.78516 1.87301 4.58984 0.0 0.0 0.0 0.000
H -2.14791 2.58268 3.00340 0.1 0.0 0.0 0.000
H -0.58076 2.89153 3.77481 0.0 0.0 0.0 0.000
```
Positions in Å, forces in eV/Å.

***

Computed, not measured: a molecular structure, C31H29Cl2N9RuS in a non-equilibrium geometry, with ωB97M-V/def2-TZVPD.

## Properties
LUMO energy (spin up / spin down) = 4.249 / 4.249 eV
Total charge = -2
Energy above the lowest of the compared OMol25 structures with the same formula, charge and spin = 1493.76 kJ/mol
Highest occupied orbital energy (spin up / spin down) = -0.486 / -0.484 eV
HOMO-LUMO gap (spin up / spin down) = 4.7 / 4.7 eV

The geometry in XYZ format:
```
73
Properties=species:S:1:pos:R:3:forces:R:3:mulliken_charge:R:1
Ru 0.55587 -0.93939 0.21922 4.3 0.0 -0.8 0.562
N -1.21832 4.54820 -1.65896 -0.1 -0.1 0.2 -0.721
C -0.05962 4.47774 -0.88858 0.1 -0.3 -0.1 0.301
S 1.15329 3.43403 -1.26304 0.2 0.3 -0.2 -0.363
N -0.09400 5.37906 0.12428 -0.1 0.1 0.1 -0.059
C 0.70912 5.52830 1.26583 -0.1 0.2 -0.2 0.792
C 1.52366 4.52913 1.77765 0.0 -0.2 0.1 -0.361
C 2.29019 4.79939 2.89955 -0.1 0.1 0.0 -0.672
C 2.24352 6.03536 3.52844 0.1 0.0 0.1 -0.512
C 1.39282 7.01510 3.03885 0.0 0.0 0.0 -0.440
C 0.62928 6.76215 1.91253 0.1 0.0 0.0 -0.475
H -1.25040 3.75663 -2.28491 0.0 0.0 0.0 0.301
H -2.05263 4.57531 -1.08066 0.0 0.0 0.0 0.282
H -0.87523 6.01430 0.09377 -0.1 -0.1 0.0 0.278
H 1.52205 3.54074 1.34038 0.0 0.0 0.0 0.204
H 2.90851 4.01504 3.29823 0.1 -0.2 0.1 0.381
H 2.84697 6.22121 4.40868 0.0 0.0 0.0 0.357
H 1.32050 7.97892 3.53001 0.0 0.0 0.0 0.330
H -0.03484 7.52695 1.52200 0.0 0.0 0.0 0.276
C -3.75300 -2.92444 1.20231 -0.1 0.0 0.0 -0.525
C -2.36567 -2.73071 1.79729 0.1 -0.8 0.0 -0.209
N -1.32706 -2.31242 0.81198 -2.0 2.0 0.8 -0.301
C -1.71838 -2.12170 -0.51249 0.0 -0.1 -0.4 0.488
N -0.89451 -1.39079 -1.20430 -0.1 -0.2 0.5 0.102
C -1.23417 -1.07032 -2.56531 0.1 0.0 -0.1 -1.138
C -1.79734 -2.32416 -3.22617 0.0 0.0 0.0 -0.685
C -3.03342 -2.77878 -2.46921 -0.1 0.1 0.0 -0.777
N -2.86166 -2.65378 -1.02817 0.3 -0.4 0.0 0.476
C -3.66721 -3.51281 -0.19109 -0.1 0.0 0.0 -0.967
H -4.25644 -1.95932 1.13856 0.0 0.0 -0.1 0.065
H -4.34530 -3.58558 1.83953 0.0 0.0 0.0 0.453
H -2.03250 -3.65528 2.27927 0.0 0.0 -0.1 0.537
H -2.41602 -1.97257 2.58149 0.1 0.0 0.0 0.051
H -1.31642 -1.19848 1.16388 0.3 -2.4 -0.7 -0.532
H -0.33575 -0.73106 -3.07796 0.0 0.0 0.0 0.464
H -1.96312 -0.25036 -2.59347 0.0 0.0 0.0 0.183
H -1.02782 -3.09894 -3.18188 0.0 0.0 0.0 0.311
H -2.05086 -2.15426 -4.27451 0.0 0.0 0.0 0.388
H -3.26166 -3.82503 -2.70406 0.0 0.0 0.0 0.395
H -3.89947 -2.17877 -2.77111 0.0 0.0 0.0 0.352
H -3.25268 -4.53340 -0.16788 0.0 0.0 0.0 0.299
H -4.66535 -3.57377 -0.63280 0.0 0.0 0.0 0.494
Cl -1.50618 0.50875 1.20937 -0.6 0.3 0.7 1.001
C -1.25442 0.60650 2.87741 0.5 0.2 0.5 -1.016
C -1.98692 0.98684 3.92804 -0.2 -0.1 -0.1 0.675
C -1.27825 1.05954 5.18651 0.0 0.0 -0.1 -1.004
C 0.07374 0.85958 5.32641 0.0 0.0 0.1 -0.210
C 1.11414 0.47963 4.45393 -0.1 0.0 0.0 -0.104
Cl 2.74246 0.41572 5.21449 0.0 0.0 -0.1 -0.352
C 1.15549 -0.03797 3.15683 -0.3 -0.2 0.0 0.524
N 1.38609 -0.57839 2.14621 -0.1 0.3 -0.6 -0.537
H -3.04972 1.24204 3.90108 0.0 0.1 0.0 0.373
H -1.82259 1.36933 6.07165 0.0 0.0 0.0 0.280
H 0.45090 1.03958 6.33002 0.0 0.0 0.0 0.275
N -0.45152 1.27494 0.40177 0.1 -0.6 -0.5 -0.584
C -3.23398 0.44679 0.58414 -0.2 1.3 0.5 -0.559
C -3.74650 1.70649 0.78498 -0.8 -0.5 -0.4 1.031
C -3.12568 2.93428 1.19892 0.3 -0.2 0.1 -0.200
N -2.62502 3.92428 1.50559 -0.1 0.3 -0.1 -0.518
C -5.14402 1.83989 0.46016 0.0 0.2 0.0 -0.232
N -6.26271 1.93755 0.19827 -0.1 0.0 0.0 -0.708
C 1.80010 -1.89664 -0.53889 -2.4 2.2 2.1 -0.983
C 2.48646 -2.84202 -1.28029 1.5 -2.1 -2.0 0.806
C 2.10925 -4.22308 -1.19934 0.1 1.3 0.0 -0.419
C 2.78661 -5.18322 -1.91189 0.5 -0.3 -0.5 -0.459
C 3.86950 -4.85265 -2.73943 -0.3 0.5 0.4 -0.400
C 4.25203 -3.50642 -2.83103 0.2 -0.7 -0.3 -0.307
C 3.59470 -2.52399 -2.13046 -1.0 0.0 0.8 -0.574
H 1.27130 -4.48456 -0.56436 0.0 0.1 0.0 0.369
H 2.47106 -6.21894 -1.83264 0.0 0.0 0.0 0.340
H 4.39771 -5.61823 -3.29358 0.0 0.0 0.0 0.359
H 5.08693 -3.23041 -3.46737 0.0 0.0 0.0 0.337
H 3.90320 -1.48926 -2.21128 -0.1 0.0 0.1 0.408
```
Positions in Å, forces in eV/Å.

***

- Which of these has the lowest energy above the lowest of the compared OMol25 structures with the same formula, charge and spin?
  C31H29BrClCoN4O3